Formula: C2
Source: the OMol25 dataset
Level of theory: ωB97M-V/def2-TZVPD

- LUMO level (eV) = -2.3
- strongest force on any atom (eV/Å) = 5.005
- HOMO level (eV) = -8.35
- DFT total energy (Eh) = -75.642076

Each atom is followed by the atoms it is bonded to, with distances in Å.
Element x y z (Å)
1 C 0.00000 0.00000 1.22797  no bonds
2 C 0.00000 0.00000 -1.22797  no bonds